Record 1
# C9H33N16O11Pb

A molecular structure, C9H33N16O11Pb at a distorted geometry (wB97M-V/def2-TZVPD, the Open Molecules 2025 dataset).

Output
Kohn-Sham gap = 5.13 eV
electronic energy = -61476.26778 eV
highest occupied orbital energy = -10.894 eV

Structure (ORCA input):
```
! wB97M-V def2-TZVPD RIJCOSX def2/J DEFGRID3
* xyz 1 1
Pb -0.88936 -3.42729 1.49348
O -0.64239 0.64673 -0.74430
C -0.40172 -0.28216 0.17084
O -1.08930 -1.31211 0.07858
O 0.29619 -0.05807 1.11654
H -1.41880 0.13914 -0.99154
C -0.74240 4.25953 -0.79871
O -0.90295 5.43901 -1.05295
N -1.12286 3.60509 0.24728
N -0.09910 3.41044 -1.56873
H -1.55378 3.96365 1.08741
H -1.01039 2.60154 0.22891
H 0.11183 2.55408 -1.07655
H 0.29633 3.84719 -2.38909
C 2.60497 -2.73403 1.24838
O 1.74058 -3.01030 2.09105
N 2.60631 -1.62356 0.56879
N 3.36390 -3.66236 0.63077
H 3.38552 -1.54038 -0.06841
H 1.75192 -1.09891 0.69069
H 3.29198 -3.54734 -0.37007
H 3.47456 -4.50067 1.18312
C 2.26059 -1.66459 -2.72313
O 3.00713 -0.64175 -2.89800
N 2.67581 -2.87322 -2.60995
N 0.95429 -1.64210 -2.72747
H 2.04188 -3.65851 -2.64921
H 3.68182 -2.96023 -2.58823
H 0.36116 -2.45595 -2.65039
H 0.47530 -0.77058 -2.90386
C -1.28874 -1.30222 4.30188
O -0.98234 -2.24311 3.72170
N -0.70852 -0.16034 4.17799
N -2.21415 -1.28693 5.25392
H -0.67109 0.48215 4.95639
H 0.06319 -0.16999 3.52649
H -2.57294 -0.41579 5.61790
H -2.57907 -2.17145 5.57728
C -4.47990 0.89182 -1.22706
O -4.45706 -0.29808 -1.01405
N -5.31585 1.49178 -2.01161
N -3.71880 1.83912 -0.71092
H -5.82638 0.73731 -2.44776
H -5.63249 2.44905 -2.07056
H -3.80148 2.77848 -1.07269
H -3.03295 1.43644 -0.08838
C 3.01881 2.77208 -0.66466
O 3.56940 3.36682 -1.54822
N 2.55444 1.58591 -0.68184
N 2.40271 3.35480 0.31621
H 2.02147 1.18456 0.07642
H 2.53989 1.13742 -1.58669
H 1.70695 2.84443 0.84112
H 2.44903 4.36255 0.36525
C 2.24133 2.01749 3.15511
O 2.77778 2.70860 3.99014
N 1.20381 2.29674 2.55869
N 2.78115 0.90707 2.79818
H 0.78824 3.20180 2.72683
H 0.71525 1.53215 2.11506
H 3.50584 0.62354 3.44202
H 2.25753 0.27919 2.20514
C -2.25118 -3.63784 -3.17556
O -2.58324 -4.71445 -2.73875
N -1.75631 -2.65063 -2.50240
N -2.50803 -3.26666 -4.35114
H -1.52723 -2.82707 -1.53468
H -1.78514 -1.70521 -2.85658
H -2.69482 -2.31140 -4.62079
H -2.71810 -4.12246 -4.84465
*
```

Record 2
# C42H36P2SiV

A molecular structure, C42H36P2SiV (wB97M-V/def2-TZVPD, the Open Molecules 2025 dataset).

Output
Kohn-Sham gap (alpha / beta) = 7.79 / 7.78 eV
electronic energy = -96277.68985 eV
expectation value of S² = 2.055
highest occupied orbital energy (alpha / beta) = -10.795 / -10.394 eV

Structure (ORCA input):
```
! wB97M-V def2-TZVPD RIJCOSX def2/J DEFGRID3
* xyz 1 3
V -0.15978 0.52867 0.60058
C -0.21843 2.62240 -0.31460
C -1.54078 2.23880 -0.03217
C -1.66442 2.07449 1.37138
C -0.41271 2.35076 1.95622
C 0.48610 2.68639 0.91559
H 0.17773 2.83678 -1.29414
H -2.33121 2.10500 -0.75170
H -2.57116 1.81667 1.88929
H -0.16769 2.30313 3.00576
H 1.50975 2.99869 1.04739
C 1.52326 -1.46073 -2.21664
Si 0.64035 -1.65216 -0.56733
C -0.78399 -2.87245 -0.82028
C -0.67524 -4.07299 -1.52929
C -1.74435 -4.95185 -1.60631
C -2.94842 -4.65225 -0.97457
C -3.08668 -3.46428 -0.27830
C -2.00778 -2.58390 -0.21073
P -2.10133 -0.99959 0.66444
C -3.82787 -0.48583 0.49184
C -4.18861 0.12408 -0.70964
C -5.50738 0.47541 -0.94724
C -6.47672 0.22205 0.01460
C -6.12751 -0.39667 1.20577
C -4.80774 -0.75666 1.44367
C -1.74781 -1.37922 2.41663
C -0.86381 -2.43521 2.66134
C -0.41547 -2.70304 3.94819
C -0.85012 -1.92490 5.00951
C -1.73751 -0.87939 4.78081
C -2.17870 -0.60206 3.49668
C 1.82587 -2.45554 0.68414
C 2.02485 -3.82758 0.84301
C 2.86675 -4.31621 1.83304
C 3.53664 -3.44108 2.68122
C 3.36610 -2.07308 2.53595
C 2.51360 -1.59090 1.54529
P 2.22764 0.17528 1.22914
C 3.52785 0.67564 0.06752
C 4.82054 0.17227 0.20814
C 5.81754 0.55861 -0.67294
C 5.53146 1.44731 -1.70184
C 4.24591 1.94499 -1.85245
C 3.24568 1.55758 -0.97148
C 2.62415 0.99581 2.80038
C 3.57470 2.00520 2.90305
C 3.78136 2.64480 4.12022
C 3.04144 2.27986 5.23406
C 2.08687 1.27346 5.13461
C 1.87520 0.63766 3.92293
H 1.85224 -2.43604 -2.58831
H 2.40337 -0.82052 -2.14227
H 0.84874 -1.03046 -2.96052
H 0.24999 -4.31964 -2.03937
H -1.64701 -5.87352 -2.16622
H -3.77951 -5.34262 -1.03820
H -4.03069 -3.21910 0.19483
H -3.43909 0.30863 -1.47134
H -5.77924 0.94431 -1.88361
H -7.50600 0.50042 -0.17038
H -6.88383 -0.60871 1.95010
H -4.55126 -1.26318 2.36486
H -0.54065 -3.07400 1.85112
H 0.26800 -3.52648 4.11221
H -0.51053 -2.13706 6.01539
H -2.09572 -0.28034 5.60798
H -2.87966 0.20736 3.34816
H 1.49997 -4.52924 0.20418
H 2.99856 -5.38472 1.94948
H 4.18866 -3.82606 3.45486
H 3.87996 -1.38766 3.19977
H 5.04814 -0.53032 1.00047
H 6.81781 0.16173 -0.55942
H 6.31093 1.74490 -2.39098
H 4.01805 2.62845 -2.65986
H 2.23909 1.92840 -1.10855
H 4.16331 2.29152 2.03960
H 4.52587 3.42668 4.19458
H 3.20676 2.77748 6.18056
H 1.50757 0.98486 6.00254
H 1.12674 -0.14597 3.85236
*
```

Record 3
# C4H9OP

A single C4H9OP molecule at a distorted geometry (wB97M-V/def2-TZVPD, the Open Molecules 2025 dataset).

Output
Kohn-Sham gap = 7.33 eV
electronic energy = -15625.89885 eV
highest occupied orbital energy = -6.865 eV

Structure (ORCA input):
```
! wB97M-V def2-TZVPD RIJCOSX def2/J DEFGRID3
* xyz 0 1
C 0.34241 -1.21770 -0.87300
C 0.26124 -1.17864 0.66968
C 1.33597 1.05786 0.06581
C 0.24189 0.05854 -0.09927
O -1.10291 0.77239 -0.20481
P -2.91728 -0.03198 0.33152
H -0.57807 -1.49481 -1.42170
H -0.61564 -1.63907 1.08481
H 1.18958 -1.29212 1.09250
H 1.19828 -1.24340 -1.48021
H 2.30513 0.62076 0.07563
H 1.17715 1.74614 1.06771
H 1.45176 1.78034 -0.75462
H -1.28290 1.16711 -1.01720
H -3.00661 0.89457 1.46315
*
```

Record 4
# C5H6Cl6O3

A molecular structure, C5H6Cl6O3 at a distorted geometry (wB97M-V/def2-TZVPD, the Open Molecules 2025 dataset).

Output
Kohn-Sham gap = 9.80 eV
electronic energy = -86554.20901 eV
highest occupied orbital energy = -10.018 eV

Structure (ORCA input):
```
! wB97M-V def2-TZVPD RIJCOSX def2/J DEFGRID3
* xyz 0 1
C 0.57965 1.93463 -0.60627
Cl 1.67826 0.64632 -1.21687
Cl 1.15002 3.46916 -1.31051
Cl 0.63010 1.91890 1.17579
H -0.48172 1.81209 -0.82209
C -0.11098 2.21225 3.36582
Cl -1.53825 1.94152 4.28062
Cl 1.11241 0.99165 3.88431
Cl 0.47486 3.89248 3.62719
H -0.33582 2.12619 2.30275
C 0.62154 -1.64489 -1.37407
C -0.55753 -1.85759 -2.37145
O -1.44501 -2.76585 -1.80106
C -1.09769 -2.93166 -0.51476
O -1.82111 -3.54520 0.27631
O 0.03036 -2.25624 -0.21799
H 0.82697 -0.60383 -1.12493
H 1.55892 -2.13597 -1.63533
H -0.20261 -2.27827 -3.31229
H -1.07244 -0.92575 -2.60519
*
```

Record 5
# H10O5

5 unconnected molecules or ions with the total composition H10O5 at a distorted geometry (wB97M-V/def2-TZVPD, the Open Molecules 2025 dataset).

Output
Kohn-Sham gap = 11.17 eV
electronic energy = -10399.36749 eV
SMILES string = O.O.O.O.O
highest occupied orbital energy = -11.008 eV

Structure (ORCA input):
```
! wB97M-V def2-TZVPD RIJCOSX def2/J DEFGRID3
* xyz 0 1
O 2.78739 -0.11315 -0.06117
H 2.22985 0.62907 0.08666
H 2.42509 -0.82732 0.51315
O 0.29249 1.02089 0.71092
H 0.09337 0.22793 0.15406
H -0.29095 0.85901 1.42006
O -1.16253 0.43389 3.52764
H -2.15254 0.43472 3.40867
H -1.06406 0.69291 4.44587
O -0.41504 0.47531 -3.44463
H -0.40060 0.24709 -2.56747
H -0.52655 -0.40760 -3.75134
O -0.56801 -1.01103 -1.21566
H 0.18409 -1.41788 -1.62566
H -1.43200 -1.24384 -1.60111
*
```

Record 6
# C9H9NO2

A single C9H9NO2 molecule at a distorted geometry (wB97M-V/def2-TZVPD, the Open Molecules 2025 dataset).

Output
Kohn-Sham gap = 8.30 eV
electronic energy = -15062.40070 eV
SMILES string = CC(=O)C1=C(O)c2cccn2C1
highest occupied orbital energy = -7.985 eV

Structure (ORCA input):
```
! wB97M-V def2-TZVPD RIJCOSX def2/J DEFGRID3
* xyz 0 1
C -0.53361 2.36873 2.32814
C -0.99153 0.98779 2.34415
C 0.25313 2.62788 1.18128
C -0.45161 0.50237 1.15679
C -0.38709 -0.71670 0.39697
C 0.41871 -0.49039 -0.68204
C 0.72126 -1.27964 -1.94883
C 0.90442 0.97568 -0.67141
C 0.12452 -2.65966 -2.13083
N 0.31995 1.45102 0.55331
O 1.26572 -0.73571 -2.89774
O -0.93480 -1.91257 0.74717
H -0.93251 3.01124 3.05242
H -1.71217 0.49227 2.95168
H 0.58014 3.47148 0.61612
H 2.07764 1.03029 -0.47110
H 0.64117 1.45668 -1.62994
H 0.10424 -3.22631 -1.22517
H 0.68591 -3.17294 -2.99521
H -0.89603 -2.23900 -2.33554
H -1.25747 -1.94251 1.65978
*
```